9 unconnected molecules or ions with the total composition C41H93BN3O9S9 at a distorted geometry. Source: the OMol25 dataset; level of theory: ωB97M-V/def2-TZVPD.

The frontier orbital gap is 0.238 Eh. Its net charge is +1. For the HOMO energy, the calculation gives -9.30 eV. The LUMO energy comes out at -2.812 eV. The value obtained for the calculated total energy is -6067.42202 hartree. Its multiplicity is 1.

```
156
Properties=species:S:1:pos:R:3:mulliken_charge:R:1
S -0.14 -0.41 5.61 -0.17
S 3.44 -0.66 -7.01 0.39
S -2.28 -3.86 -5.49 0.48
S -6.49 -0.09 -1.99 0.53
S 4.10 -7.45 -7.82 0.47
S 5.56 5.89 1.56 0.67
S 6.68 -2.16 -10.53 0.46
S -4.36 1.89 13.27 0.48
S -5.28 4.40 8.48 0.44
O -6.16 4.32 7.27 -0.63
O 5.47 -6.86 -7.92 -0.59
O -5.47 -0.84 -2.78 -0.49
O -2.85 3.04 5.19 -0.37
O 3.08 0.37 -5.99 -0.54
O 5.57 -1.52 -9.75 -0.56
O 5.96 5.29 0.25 -0.66
O -1.30 -4.01 -4.37 -0.60
O -5.24 1.82 12.06 -0.59
N -0.18 1.85 3.96 0.35
N -0.93 2.53 1.97 0.37
N -3.08 -2.12 -0.09 0.48
C 2.43 1.52 3.31 -0.66
C -1.22 -0.86 -1.35 0.55
C -4.17 2.12 3.16 -0.48
C 3.34 2.63 2.59 -0.68
C 3.30 -2.27 -6.22 -0.75
C 0.92 1.86 3.09 -0.02
C -3.05 -5.47 -5.75 -1.00
C -2.71 1.38 12.76 -0.93
C -3.63 3.90 7.96 -0.74
C -4.42 -2.42 0.19 -0.49
C -0.08 1.43 5.37 -0.53
C -4.55 -3.25 1.37 -0.59
C -0.43 -1.44 -2.59 0.22
C -2.73 -1.31 -1.27 0.51
C 3.73 2.90 -0.03 0.46
C 2.92 -6.09 -7.94 -0.55
C -6.74 1.50 -2.79 -1.01
C -5.62 2.95 9.49 -0.76
C -2.30 -2.71 0.91 -0.20
C -4.71 0.43 14.27 -0.98
C 5.23 -0.68 -7.16 -0.89
C 2.32 0.52 -2.35 0.15
C 3.14 1.89 -2.42 -0.98
C 4.23 2.01 -1.28 -1.05
C -3.75 -3.06 -4.82 -0.93
C 6.35 -3.93 -10.58 -0.90
C 1.30 -1.19 4.78 0.12
C 5.89 7.66 1.47 -1.08
C 1.33 -2.77 4.89 -1.04
C 6.36 -1.85 -12.27 -1.01
C 3.79 -7.81 -6.08 -0.90
C -1.72 2.98 0.80 -0.65
C 0.12 -0.36 -3.61 -0.41
C -1.31 2.29 3.26 -0.28
C 3.87 1.98 1.24 -0.95
C -3.14 -3.45 1.87 -0.73
C 0.44 2.29 1.78 -0.46
C 6.86 5.51 2.75 -1.05
C 0.87 0.86 -2.95 -0.68
C -8.11 -0.77 -2.43 -1.04
C -5.09 1.35 4.20 -0.94
B -2.78 2.47 3.88 0.10
H 5.69 -0.80 -6.17 0.38
H -3.24 4.65 7.29 0.29
H 7.08 -4.41 -11.24 0.41
H -3.68 3.57 5.14 0.25
H -3.85 -5.38 -6.48 0.38
H 4.96 1.70 1.33 0.37
H 6.65 6.03 3.68 0.38
H 2.25 -2.45 -6.00 0.29
H -3.44 -5.86 -4.81 0.31
H -3.68 2.94 7.45 0.13
H 2.43 2.77 -2.44 0.54
H -0.88 1.90 6.01 0.17
H -6.95 1.36 -3.85 0.31
H 6.47 -0.78 -12.46 0.33
H -1.23 0.28 -1.32 -0.66
H 2.67 1.52 4.41 0.45
H 2.67 3.21 -0.27 0.21
H -8.89 -0.17 -1.96 0.41
H 0.88 -3.23 3.97 0.22
H 3.88 -2.29 -5.30 0.34
H 1.05 1.61 -3.78 0.43
H -4.01 0.38 15.10 0.39
H -5.83 2.09 -2.68 0.32
H 0.91 1.78 5.80 0.42
H 2.42 -3.07 4.87 0.33
H 5.53 -1.50 -7.81 0.26
H 5.35 -2.16 -12.53 0.31
H 2.68 0.47 2.97 0.41
H 2.24 -0.74 5.19 0.26
H 5.72 8.11 2.44 0.37
H -1.17 -2.10 -3.18 -0.51
H 6.46 -4.33 -9.57 0.28
H -3.02 -1.87 -2.20 -0.45
H -5.34 -2.11 -0.37 0.21
H 0.92 -3.17 5.85 0.33
H -6.15 1.30 3.81 0.34
H -5.54 2.04 8.88 0.30
H 2.81 -0.20 -3.07 0.03
H -0.73 0.03 -4.25 0.28
H 3.67 1.88 -3.41 0.29
H -8.16 -1.79 -2.05 0.32
H -5.13 1.82 5.21 0.21
H -4.53 -3.04 -5.58 0.57
H 5.21 8.10 0.74 0.34
H 0.95 2.41 0.81 0.45
H -5.46 -3.69 1.85 0.38
H 4.34 3.84 0.07 -0.24
H 2.97 -5.68 -8.95 0.32
H -1.85 2.11 0.08 0.09
H -4.10 -3.59 -3.94 0.32
H 3.17 -5.31 -7.22 -0.03
H -1.20 3.78 0.21 0.37
H 2.29 0.09 -1.32 0.18
H 2.70 3.54 2.43 0.45
H 5.18 2.50 -1.66 0.40
H -4.05 1.61 2.17 0.37
H -6.63 3.03 9.88 0.37
H -0.62 -1.15 -0.43 -0.02
H -2.76 0.42 12.24 0.31
H 0.39 -2.14 -2.27 0.55
H -3.49 -2.03 -4.55 0.16
H 7.83 5.81 2.35 0.39
H 3.99 -6.92 -5.48 0.28
H 3.33 1.01 1.02 0.34
H -3.38 -0.38 -1.22 0.04
H 1.23 -0.95 3.68 0.01
H -4.64 -0.47 13.65 0.31
H 5.34 -4.11 -10.94 0.27
H -2.07 1.30 13.64 0.38
H 1.91 -6.47 -7.75 0.38
H 4.43 0.97 -0.90 0.49
H -4.91 2.90 10.31 0.22
H 6.92 7.83 1.15 0.34
H -2.98 3.82 8.84 0.45
H 5.55 0.26 -7.60 0.34
H -2.31 2.14 12.09 0.28
H 7.08 -2.40 -12.88 0.40
H 3.66 -3.04 -6.90 0.13
H 4.16 2.86 3.33 0.27
H -7.57 2.03 -2.31 0.40
H -4.68 3.12 2.95 0.31
H 6.86 4.44 2.92 0.31
H 0.28 1.42 -2.17 0.12
H 4.46 -8.61 -5.77 0.32
H -5.73 0.51 14.66 0.32
H -2.29 -6.16 -6.13 0.32
H -4.66 0.32 4.34 0.30
H -2.77 3.29 1.08 0.32
H -2.78 -4.04 2.75 0.37
H -1.20 -2.63 0.96 0.40
H 0.83 -0.89 -4.30 -0.09
H -8.23 -0.77 -3.51 0.32
H 2.76 -8.13 -5.95 0.35
```